Entry 1:
{"formula": "C17H28NO5PtSi2Te", "method": "ωB97M-V/def2-TZVPD", "species": ["Pt", "Te", "Si", "Si", "O", "O", "O", "O", "O", "N", "C", "C", "C", "C", "C", "C", "C", "C", "C", "C", "C", "C", "C", "C", "C", "C", "C", "H", "H", "H", "H", "H", "H", "H", "H", "H", "H", "H", "H", "H", "H", "H", "H", "H", "H", "H", "H", "H", "H", "H", "H", "H", "H", "H", "H"], "xyz": [[0.2098, 0.2739, 0.5134], [-2.3909, 0.4987, 0.9615], [-4.7270, -0.4948, 3.0762], [-1.5175, 3.7083, 1.8741], [3.7808, -1.0671, -1.1696], [2.1974, -0.1868, 0.1433], [-2.8754, 0.0663, -2.5934], [-0.2680, -0.3658, 3.2170], [-1.5279, 1.3303, -1.2793], [0.4650, -0.2166, -1.7846], [1.9094, -1.2432, -3.3552], [-0.3544, -0.7015, -3.9503], [-5.2784, -0.6475, 4.8552], [-2.7600, 2.5887, 1.0372], [-1.7931, 0.4685, -2.1651], [0.5517, -0.0374, 2.3762], [-1.1456, 3.1669, 3.6157], [2.0068, 0.0622, 2.8104], [-5.9340, 0.6068, 2.1752], [-0.5219, -0.1798, -2.6796], [2.6403, -0.6725, -0.9677], [0.8860, -1.2320, -4.2891], [1.6411, -0.7296, -2.0959], [0.0424, 3.8624, 0.8736], [-4.7266, -2.1836, 2.2899], [-3.0127, 0.2301, 3.0010], [-2.3496, 5.3851, 1.9564], [2.4834, 0.9513, 2.4001], [-0.4357, 3.8603, 4.0769], [-0.0115, 4.7116, 0.1873], [2.5564, -0.7845, 2.4038], [-2.8442, 2.8736, -0.0132], [-4.6040, -1.2949, 5.4226], [-6.9379, 0.1731, 2.1708], [-2.2754, -0.4155, 3.4775], [-5.9944, 1.5942, 2.6432], [-2.9641, 1.2048, 3.4874], [-5.6267, 0.7483, 1.1352], [-2.0478, 3.1487, 4.2338], [0.2116, 2.9631, 0.2792], [-0.7053, 2.1656, 3.6346], [2.0421, 0.0584, 3.9003], [-5.2954, 0.3292, 5.3475], [-2.5442, 5.7732, 0.9525], [-6.2851, -1.0730, 4.9162], [-5.7201, -2.6393, 2.3220], [-1.7304, 6.1157, 2.4864], [-4.0277, -2.8519, 2.8009], [-1.1855, -0.6770, -4.6413], [2.8966, -1.6314, -3.5607], [-4.4198, -2.1202, 1.2425], [0.9151, 3.9935, 1.5194], [-3.7443, 2.6802, 1.5082], [1.0529, -1.6318, -5.2824], [-3.3087, 5.3181, 2.4793]], "nbo_charge": [0.53, 0.91, 1.66, 1.68, -0.66, -0.76, -0.69, -0.67, -0.81, -0.47, -0.22, -0.22, -1.11, -1.18, 0.74, 0.45, -1.14, -0.74, -1.13, 0.11, 0.75, -0.18, 0.10, -1.13, -1.12, -1.23, -1.11, 0.23, 0.23, 0.23, 0.25, 0.28, 0.23, 0.23, 0.30, 0.23, 0.24, 0.25, 0.23, 0.27, 0.26, 0.20, 0.23, 0.23, 0.23, 0.23, 0.23, 0.24, 0.23, 0.24, 0.25, 0.23, 0.23, 0.21, 0.23], "homo_energy_ha": -0.1914, "charge": -1}

Entry 2:
{"formula": "C17H28O3", "method": "ωB97M-V/def2-TZVPD", "species": ["O", "O", "O", "C", "C", "C", "C", "C", "C", "C", "C", "C", "C", "C", "C", "C", "C", "C", "C", "C", "H", "H", "H", "H", "H", "H", "H", "H", "H", "H", "H", "H", "H", "H", "H", "H", "H", "H", "H", "H", "H", "H", "H", "H", "H", "H", "H", "H"], "xyz": [[6.4974, -1.5191, -0.9781], [4.3205, 0.8608, -3.8684], [5.9178, -0.1735, -2.6915], [-2.7634, 0.8976, 2.8595], [3.9912, -1.4184, -3.1532], [-2.8770, 3.6614, 1.2538], [-1.4305, 4.2127, 1.1541], [-1.6923, 0.5003, 1.8118], [1.5444, -1.3801, -2.8580], [-0.3414, -2.1768, -1.3170], [0.9768, -2.5575, -2.0396], [-2.5914, 2.3145, 3.4462], [2.7061, -1.8217, -3.8204], [-3.3589, 3.4119, 2.6957], [4.6677, -2.1533, -2.2931], [5.8273, -1.2647, -1.8949], [-1.4830, -1.9691, 0.9365], [-1.1157, -0.9293, 2.0523], [4.6706, -0.0939, -3.3383], [-0.2116, -2.5004, 0.2091], [-2.1000, 0.5049, 0.7933], [-3.5300, 4.4442, 0.8421], [-0.8438, 1.1942, 1.8163], [0.7258, -0.8947, -3.3982], [1.9446, -0.6633, -2.1296], [-2.6576, 0.2048, 3.7045], [0.8541, -3.4281, -2.6976], [-3.1965, 4.3516, 3.2461], [4.4383, -3.1413, -1.9301], [0.7087, -2.0007, 0.5283], [-3.7794, 0.7225, 2.4836], [-0.0262, -0.8572, 2.1420], [-1.2085, -2.7058, -1.7272], [-3.0333, 2.7796, 0.6222], [-1.4545, -1.3688, 2.9979], [-0.9819, 3.8030, 0.2398], [-0.5533, -1.1003, -1.3688], [-1.4392, 5.2961, 1.0141], [-2.1496, -1.5069, 0.2030], [-3.0192, 2.2769, 4.4601], [-1.5353, 2.5630, 3.6013], [-0.8129, 3.9042, 2.0008], [1.6868, -2.8603, -1.2577], [2.6450, -2.9029, -3.9562], [-0.0915, -3.5872, 0.2828], [-1.9772, -2.8244, 1.4079], [-4.4341, 3.2003, 2.6863], [2.5664, -1.3054, -4.7732]], "nbo_charge": [-0.51, -0.48, -0.49, -0.40, -0.07, -0.40, -0.62, -0.41, -0.37, -0.39, -0.40, -0.40, -0.45, -0.39, -0.26, 0.75, -0.40, -0.39, 0.76, -0.38, 0.20, 0.20, 0.20, 0.21, 0.20, 0.20, 0.20, 0.20, 0.24, 0.19, 0.20, 0.20, 0.20, 0.19, 0.20, 0.21, 0.19, 0.21, 0.20, 0.20, 0.20, 0.20, 0.20, 0.22, 0.20, 0.21, 0.20, 0.24], "smiles": "CCCCCCCCCCCCCC1=CC(=O)OC1=O", "homo_energy_ha": -0.3796}

Entry 3:
{"formula": "C17H29AgN3NbOTe", "method": "ωB97M-V/def2-TZVPD", "species": ["Te", "Ag", "Nb", "O", "N", "N", "N", "C", "C", "C", "C", "C", "C", "C", "C", "C", "C", "C", "C", "C", "C", "C", "C", "C", "H", "H", "H", "H", "H", "H", "H", "H", "H", "H", "H", "H", "H", "H", "H", "H", "H", "H", "H", "H", "H", "H", "H", "H", "H", "H", "H", "H", "H"], "xyz": [[0.2321, -1.6719, 2.3046], [2.5042, -1.3982, 0.0263], [-0.0886, -0.0077, 0.1922], [0.4856, 3.8726, 2.2119], [0.2898, 1.7693, 1.0737], [0.9326, -0.0482, -1.5562], [-2.0091, 0.1658, -0.2576], [2.2866, -2.3109, 2.0951], [4.6426, -1.9169, 2.5770], [2.5139, -3.7120, 2.0551], [2.5663, 0.4629, -3.3241], [-3.2919, 1.4107, 1.3678], [4.8862, -3.2791, 2.3764], [0.5788, -1.3795, -2.1307], [-4.2943, 0.8575, -0.8578], [-2.4503, 2.5205, -0.7132], [1.3590, 0.9740, -2.5290], [3.3470, -1.3980, 2.3769], [0.2085, 1.2546, -3.4981], [-2.5125, -1.2220, -0.2206], [0.3958, 2.8396, 1.6478], [1.7463, 2.2570, -1.8001], [-3.0077, 1.2364, -0.1225], [3.8309, -4.1664, 2.1232], [-1.7114, -1.9072, 0.1201], [-0.6876, 1.5845, -2.9558], [-4.7983, 0.0073, -0.3833], [0.9142, 2.6643, -1.2140], [-4.0144, 2.2262, 1.5123], [-2.2610, 2.3966, -1.7858], [4.0446, -5.2316, 1.9838], [-2.3735, 1.6554, 1.9211], [-3.7098, 0.4826, 1.7816], [2.3076, -0.4158, -3.9278], [3.3909, 0.2122, -2.6445], [1.4981, -1.9726, -2.2802], [2.9193, 1.2537, -4.0035], [-0.0530, 0.3572, -4.0718], [-3.1964, 3.3166, -0.5878], [2.0488, 3.0141, -2.5434], [-3.3477, -1.3006, 0.4892], [-0.0572, -1.9249, -1.4079], [-4.9890, 1.7080, -0.8299], [5.9119, -3.6634, 2.4439], [5.4524, -1.2531, 2.9011], [-4.0835, 0.6221, -1.9083], [0.4980, 2.0476, -4.2057], [0.0457, -1.2892, -3.0853], [-2.8553, -1.5496, -1.2154], [3.1169, -0.3420, 2.5288], [1.6648, -4.3832, 1.9336], [2.5941, 2.0798, -1.1254], [-1.5284, 2.8361, -0.2170]], "nbo_charge": [0.37, 0.95, 1.45, -0.39, -0.85, -0.70, -0.62, -0.42, -0.17, -0.23, -0.62, -0.61, -0.16, -0.44, -0.63, -0.62, 0.09, -0.33, -0.62, -0.45, 0.93, -0.62, 0.10, -0.17, 0.22, 0.21, 0.22, 0.21, 0.25, 0.22, 0.26, 0.21, 0.21, 0.22, 0.21, 0.22, 0.26, 0.21, 0.25, 0.25, 0.25, 0.21, 0.25, 0.26, 0.26, 0.22, 0.26, 0.25, 0.24, 0.26, 0.25, 0.22, 0.20], "homo_energy_ha": -0.5560, "charge": 2}

Entry 4:
{"formula": "C17H29AsN3NiOS3Si2", "method": "ωB97M-V/def2-TZVPD", "species": ["As", "Ni", "S", "S", "S", "Si", "Si", "O", "N", "N", "N", "C", "C", "C", "C", "C", "C", "C", "C", "C", "C", "C", "C", "C", "C", "C", "C", "C", "H", "H", "H", "H", "H", "H", "H", "H", "H", "H", "H", "H", "H", "H", "H", "H", "H", "H", "H", "H", "H", "H", "H", "H", "H", "H", "H", "H", "H"], "xyz": [[-2.0349, -0.7142, -0.6445], [0.0565, 0.1196, 0.1358], [1.6844, -0.9065, -1.1475], [4.2846, -1.7354, 0.1498], [7.0296, -1.0965, 1.0467], [-3.4183, -1.2874, 1.1193], [-3.2805, 0.9688, -1.6115], [-0.1435, 0.1206, 2.2386], [-0.7663, 1.4339, 3.9414], [5.1855, 0.5527, -0.1964], [3.8925, 0.6070, -0.7212], [-4.9652, 0.3056, -2.1078], [7.2932, 1.8421, -0.0481], [-3.5836, 2.5678, -0.6765], [-4.3726, 0.1058, 1.9438], [-0.8186, 2.3414, 1.6637], [7.9638, 3.0570, -0.1497], [5.9252, 1.7839, -0.2923], [5.5947, -0.6288, 0.3322], [-2.4403, -2.1547, 2.4642], [-2.4125, 1.4707, -3.1938], [-0.0486, 2.1264, 0.3682], [-4.7049, -2.5121, 0.5195], [5.2447, 2.9560, -0.6407], [-0.5437, 1.2228, 2.6282], [3.2786, -0.5174, -0.6067], [7.2959, 4.2205, -0.4904], [5.9295, 4.1562, -0.7356], [-5.6012, 0.0825, -1.2417], [7.8337, 0.9483, 0.2191], [-3.0144, 2.2015, -3.7498], [-4.8315, -0.6248, -2.6713], [-3.9253, 2.3958, 0.3476], [-1.8940, 2.2915, 1.4650], [-2.6589, 3.1555, -0.6377], [-5.3004, -2.0872, -0.2980], [-5.3833, -2.8094, 1.3309], [-5.0953, 0.5464, 1.2462], [-3.6971, 0.9030, 2.2764], [-1.6141, -2.7231, 2.0222], [-1.9991, -1.4401, 3.1656], [-4.9214, -0.2676, 2.8183], [0.9945, 2.4366, 0.4971], [-0.6269, 0.6815, 4.5910], [4.1866, 2.9110, -0.8383], [5.3828, 5.0504, -1.0076], [-1.1093, 2.3173, 4.2676], [-0.6343, 3.2956, 2.1755], [-4.2065, -3.4080, 0.1323], [9.0301, 3.0781, 0.0427], [-5.4922, 1.0297, -2.7437], [-3.0830, -2.8481, 3.0192], [-0.4728, 2.7242, -0.4343], [-1.4314, 1.9140, -2.9811], [-2.2495, 0.5934, -3.8306], [7.8271, 5.1630, -0.5614], [-4.3475, 3.1629, -1.1950]], "nbo_charge": [-0.83, 1.14, -0.41, 0.42, -0.24, 1.39, 1.40, -0.69, -0.81, -0.27, -0.32, -1.13, -0.27, -1.14, -1.13, -0.53, -0.21, 0.23, -0.12, -1.12, -1.13, -0.88, -1.13, -0.24, 0.71, -0.10, -0.23, -0.21, 0.22, 0.26, 0.22, 0.24, 0.23, 0.24, 0.23, 0.23, 0.21, 0.23, 0.22, 0.24, 0.23, 0.22, 0.18, 0.40, 0.25, 0.21, 0.40, 0.19, 0.24, 0.21, 0.22, 0.22, 0.19, 0.24, 0.24, 0.20, 0.22], "multiplicity": 3, "homo_energy_ha": [-0.1406, -0.1616], "s2": 2.01, "charge": -1}

Please write out number 4 again, unchanged.
{"formula": "C17H29AsN3NiOS3Si2", "method": "ωB97M-V/def2-TZVPD", "species": ["As", "Ni", "S", "S", "S", "Si", "Si", "O", "N", "N", "N", "C", "C", "C", "C", "C", "C", "C", "C", "C", "C", "C", "C", "C", "C", "C", "C", "C", "H", "H", "H", "H", "H", "H", "H", "H", "H", "H", "H", "H", "H", "H", "H", "H", "H", "H", "H", "H", "H", "H", "H", "H", "H", "H", "H", "H", "H"], "xyz": [[-2.0349, -0.7142, -0.6445], [0.0565, 0.1196, 0.1358], [1.6844, -0.9065, -1.1475], [4.2846, -1.7354, 0.1498], [7.0296, -1.0965, 1.0467], [-3.4183, -1.2874, 1.1193], [-3.2805, 0.9688, -1.6115], [-0.1435, 0.1206, 2.2386], [-0.7663, 1.4339, 3.9414], [5.1855, 0.5527, -0.1964], [3.8925, 0.6070, -0.7212], [-4.9652, 0.3056, -2.1078], [7.2932, 1.8421, -0.0481], [-3.5836, 2.5678, -0.6765], [-4.3726, 0.1058, 1.9438], [-0.8186, 2.3414, 1.6637], [7.9638, 3.0570, -0.1497], [5.9252, 1.7839, -0.2923], [5.5947, -0.6288, 0.3322], [-2.4403, -2.1547, 2.4642], [-2.4125, 1.4707, -3.1938], [-0.0486, 2.1264, 0.3682], [-4.7049, -2.5121, 0.5195], [5.2447, 2.9560, -0.6407], [-0.5437, 1.2228, 2.6282], [3.2786, -0.5174, -0.6067], [7.2959, 4.2205, -0.4904], [5.9295, 4.1562, -0.7356], [-5.6012, 0.0825, -1.2417], [7.8337, 0.9483, 0.2191], [-3.0144, 2.2015, -3.7498], [-4.8315, -0.6248, -2.6713], [-3.9253, 2.3958, 0.3476], [-1.8940, 2.2915, 1.4650], [-2.6589, 3.1555, -0.6377], [-5.3004, -2.0872, -0.2980], [-5.3833, -2.8094, 1.3309], [-5.0953, 0.5464, 1.2462], [-3.6971, 0.9030, 2.2764], [-1.6141, -2.7231, 2.0222], [-1.9991, -1.4401, 3.1656], [-4.9214, -0.2676, 2.8183], [0.9945, 2.4366, 0.4971], [-0.6269, 0.6815, 4.5910], [4.1866, 2.9110, -0.8383], [5.3828, 5.0504, -1.0076], [-1.1093, 2.3173, 4.2676], [-0.6343, 3.2956, 2.1755], [-4.2065, -3.4080, 0.1323], [9.0301, 3.0781, 0.0427], [-5.4922, 1.0297, -2.7437], [-3.0830, -2.8481, 3.0192], [-0.4728, 2.7242, -0.4343], [-1.4314, 1.9140, -2.9811], [-2.2495, 0.5934, -3.8306], [7.8271, 5.1630, -0.5614], [-4.3475, 3.1629, -1.1950]], "nbo_charge": [-0.83, 1.14, -0.41, 0.42, -0.24, 1.39, 1.40, -0.69, -0.81, -0.27, -0.32, -1.13, -0.27, -1.14, -1.13, -0.53, -0.21, 0.23, -0.12, -1.12, -1.13, -0.88, -1.13, -0.24, 0.71, -0.10, -0.23, -0.21, 0.22, 0.26, 0.22, 0.24, 0.23, 0.24, 0.23, 0.23, 0.21, 0.23, 0.22, 0.24, 0.23, 0.22, 0.18, 0.40, 0.25, 0.21, 0.40, 0.19, 0.24, 0.21, 0.22, 0.22, 0.19, 0.24, 0.24, 0.20, 0.22], "multiplicity": 3, "homo_energy_ha": [-0.1406, -0.1616], "s2": 2.01, "charge": -1}